(1)
{
  "formula": "C47H38N5O3PPt",
  "method": "ωB97M-V with the def2-TZVPD basis set",
  "spin_multiplicity": 1,
  "molar_mass_g_mol": 946.91,
  "max_force_ev_per_a": 0.45,
  "charge": 2,
  "lumo_ev": -5.4,
  "symbols": ["Pt", "O", "N", "C", "C", "C", "C", "C", "C", "C", "P", "C", "C", "C", "C", "C", "C", "C", "C", "C", "C", "C", "C", "H", "H", "H", "H", "H", "H", "H", "H", "H", "H", "H", "H", "H", "H", "H", "H", "C", "O", "C", "C", "C", "C", "C", "C", "C", "N", "C", "C", "N", "C", "C", "C", "C", "N", "C", "C", "N", "C", "C", "C", "C", "H", "H", "H", "H", "H", "H", "H", "H", "H", "H", "H", "H", "H", "H", "C", "C", "O", "C", "C", "C", "C", "C", "C", "H", "H", "H", "H", "H", "H", "H", "H"],
  "xyz": [[-1.78, -0.25, 1.17], [-2.84, -2.72, 0.31], [-3.14, -1.68, 1.18], [-4.26, -1.87, 1.76], [-4.92, -0.96, 2.71], [-5.97, -1.51, 3.44], [-6.69, -0.74, 4.33], [-6.37, 0.60, 4.50], [-5.34, 1.16, 3.76], [-4.60, 0.40, 2.86], [-3.32, 1.20, 1.88], [-2.59, 2.45, 2.96], [-2.35, 2.13, 4.30], [-1.75, 3.06, 5.14], [-1.35, 4.29, 4.64], [-1.57, 4.60, 3.30], [-2.19, 3.69, 2.46], [-4.11, 2.07, 0.51], [-5.43, 2.52, 0.59], [-5.99, 3.23, -0.47], [-5.23, 3.49, -1.60], [-3.92, 3.03, -1.69], [-3.37, 2.32, -0.64], [-2.41, -2.27, -0.44], [-4.77, -2.79, 1.52], [-6.22, -2.56, 3.30], [-7.50, -1.19, 4.90], [-6.93, 1.21, 5.19], [-5.10, 2.21, 3.90], [-2.65, 1.17, 4.69], [-1.59, 2.81, 6.18], [-0.89, 5.01, 5.29], [-1.26, 5.56, 2.91], [-2.37, 3.95, 1.43], [-6.03, 2.32, 1.47], [-7.01, 3.57, -0.40], [-5.67, 4.04, -2.43], [-3.34, 3.23, -2.58], [-2.34, 1.96, -0.71], [9.34, -5.48, -5.54], [8.27, -4.75, -6.11], [7.25, -4.37, -5.32], [7.18, -4.65, -3.95], [6.08, -4.21, -3.23], [5.05, -3.50, -3.84], [5.14, -3.23, -5.21], [6.22, -3.66, -5.94], [3.88, -3.04, -3.11], [2.85, -2.42, -3.64], [2.00, -2.16, -2.60], [2.51, -2.63, -1.42], [3.72, -3.20, -1.75], [1.84, -2.50, -0.17], [2.32, -3.00, 1.05], [1.58, -2.82, 2.19], [0.38, -2.11, 2.11], [-0.09, -1.62, 0.97], [0.59, -1.83, -0.18], [0.02, -1.38, -1.45], [-1.23, -0.87, -1.41], [-1.80, -0.50, -2.54], [-1.17, -0.59, -3.78], [0.10, -1.12, -3.84], [0.72, -1.54, -2.65], [10.03, -5.68, -6.35], [8.99, -6.43, -5.12], [9.84, -4.90, -4.76], [7.96, -5.20, -3.45], [6.05, -4.45, -2.17], [4.34, -2.69, -5.69], [6.30, -3.46, -7.00], [4.38, -3.63, -1.14], [3.26, -3.53, 1.09], [1.91, -3.20, 3.14], [-0.22, -1.94, 2.99], [-2.81, -0.10, -2.47], [-1.68, -0.27, -4.68], [0.63, -1.24, -4.77], [0.61, 1.37, 2.96], [0.37, 1.85, 1.58], [-0.46, 1.29, 0.82], [1.11, 2.98, 1.04], [0.91, 3.38, -0.29], [1.58, 4.48, -0.79], [2.46, 5.18, 0.02], [2.68, 4.79, 1.33], [2.01, 3.70, 1.84], [-0.07, 0.56, 3.21], [0.47, 2.18, 3.68], [1.64, 1.02, 3.05], [0.22, 2.82, -0.91], [1.43, 4.78, -1.82], [2.99, 6.04, -0.38], [3.37, 5.34, 1.96], [2.18, 3.40, 2.87]]
}



(2)
{
  "formula": "C17H31HgN2O7",
  "method": "ωB97M-V with the def2-TZVPD basis set",
  "spin_multiplicity": 1,
  "e_above_lowest_kj_mol": 67.3,
  "molar_mass_g_mol": 576.03,
  "max_force_ev_per_a": 3.30,
  "charge": -1,
  "lumo_ev": 2.0,
  "symbols": ["Hg", "C", "C", "C", "O", "H", "H", "H", "H", "H", "H", "H", "C", "C", "C", "O", "C", "C", "C", "O", "O", "O", "H", "H", "C", "C", "C", "O", "C", "N", "H", "H", "H", "H", "H", "H", "H", "H", "H", "H", "H", "C", "C", "C", "O", "C", "N", "H", "H", "H", "H", "H", "H", "H", "H", "H", "H", "H"],
  "xyz": [[-23.08, 6.22, -6.55], [-26.10, 5.34, -8.93], [-25.99, 4.71, -7.55], [-26.66, 3.32, -7.48], [-24.72, 4.71, -7.00], [-27.12, 5.38, -9.34], [-25.54, 4.77, -9.67], [-25.71, 6.35, -8.90], [-26.55, 5.35, -6.85], [-26.54, 2.86, -6.49], [-26.18, 2.64, -8.20], [-27.73, 3.15, -7.63], [-23.81, 9.73, -8.66], [-23.44, 10.28, -9.93], [-22.71, 9.32, -10.92], [-22.37, 9.87, -11.98], [-22.18, 8.07, -10.43], [-22.56, 7.60, -9.18], [-23.43, 8.45, -8.30], [-23.76, 8.05, -7.11], [-22.17, 6.45, -8.83], [-23.69, 11.44, -10.25], [-24.43, 10.35, -8.03], [-21.65, 7.44, -11.13], [-19.01, 4.47, -5.20], [-20.24, 5.36, -5.36], [-19.97, 6.64, -6.14], [-21.09, 7.48, -6.13], [-20.71, 8.81, -6.43], [-21.39, 4.55, -5.89], [-18.29, 5.08, -4.63], [-18.44, 4.41, -6.13], [-19.15, 3.49, -4.75], [-20.50, 5.82, -4.40], [-19.78, 6.46, -7.21], [-19.09, 7.09, -5.67], [-21.58, 9.47, -6.53], [-20.18, 8.85, -7.39], [-20.02, 9.32, -5.75], [-21.35, 3.77, -5.25], [-21.22, 4.13, -6.80], [-24.11, 8.62, -3.84], [-23.23, 7.42, -3.38], [-23.55, 7.08, -1.93], [-22.84, 5.86, -1.63], [-23.12, 5.40, -0.31], [-23.56, 6.28, -4.25], [-25.15, 8.28, -3.80], [-23.94, 8.91, -4.88], [-24.00, 9.44, -3.12], [-22.20, 7.72, -3.56], [-24.60, 6.82, -1.75], [-23.41, 7.93, -1.25], [-22.33, 4.68, -0.13], [-24.02, 4.78, -0.28], [-23.06, 6.26, 0.36], [-24.54, 6.08, -4.07], [-23.22, 5.48, -3.71]]
}



(3)
{
  "formula": "C3H6N4O",
  "method": "ωB97M-V with the def2-TZVPD basis set",
  "spin_multiplicity": 1,
  "e_above_lowest_kj_mol": 533.3,
  "molar_mass_g_mol": 114.11,
  "max_force_ev_per_a": 6.61,
  "lumo_ev": 0.0,
  "symbols": ["C", "C", "C", "H", "H", "H", "H", "H", "H", "N", "N", "N", "N", "O"],
  "xyz": [[-0.98, -0.36, -0.14], [-0.40, -1.58, 0.04], [-0.04, 0.72, -0.27], [-2.81, -0.14, 0.87], [-2.19, 1.15, -0.03], [-0.97, -2.53, 0.04], [1.68, -1.70, 0.43], [2.91, 1.18, -0.30], [0.74, 2.38, -0.02], [-2.29, 0.10, -0.07], [1.00, -1.46, -0.31], [1.23, -0.01, -0.47], [-0.16, 1.95, -0.10], [2.26, 0.31, 0.34]]
}



(4)
{
  "formula": "C4H5N3",
  "method": "ωB97M-V with the def2-TZVPD basis set",
  "spin_multiplicity": 1,
  "e_above_lowest_kj_mol": 366.7,
  "molar_mass_g_mol": 95.10,
  "max_force_ev_per_a": 1.12,
  "lumo_ev": 0.7,
  "symbols": ["N", "C", "C", "C", "N", "C", "N", "H", "H", "H", "H", "H"],
  "xyz": [[2.55, -1.04, 1.04], [1.84, -0.55, 0.26], [0.94, 0.11, -0.70], [-1.82, -1.43, -0.23], [-1.62, -0.28, 0.24], [-1.13, 0.88, 0.35], [0.16, 1.18, -0.12], [1.53, 0.48, -1.54], [0.25, -0.64, -1.11], [-1.64, -2.20, 0.55], [-1.71, 1.71, 0.75], [0.68, 1.78, 0.51]]
}



(5)
{
  "formula": "C21H47BeN5O20S3",
  "method": "ωB97M-V with the def2-TZVPD basis set",
  "spin_multiplicity": 1,
  "molar_mass_g_mol": 794.84,
  "max_force_ev_per_a": 5.90,
  "lumo_ev": -4.3,
  "symbols": ["Be", "O", "C", "C", "O", "H", "H", "H", "H", "C", "N", "O", "O", "H", "H", "H", "C", "C", "O", "S", "O", "O", "O", "H", "H", "H", "H", "C", "C", "O", "S", "O", "O", "O", "H", "H", "H", "H", "C", "C", "O", "S", "O", "O", "O", "H", "H", "H", "H", "C", "O", "N", "C", "C", "H", "H", "H", "H", "H", "H", "H", "C", "O", "N", "C", "C", "H", "H", "H", "H", "H", "H", "H", "C", "O", "N", "C", "C", "H", "H", "H", "H", "H", "H", "H", "C", "O", "N", "C", "C", "H", "H", "H", "H", "H", "H", "H"],
  "xyz": [[-2.53, 0.88, 0.35], [-0.67, 1.20, 0.45], [-0.05, -0.04, 0.16], [-0.88, -1.21, -0.30], [-1.99, -1.43, 0.39], [0.56, -0.34, 1.03], [0.79, 0.08, -0.55], [-0.36, -2.16, -0.47], [-1.20, -0.99, -1.33], [-4.08, -3.81, -1.17], [-3.83, -5.12, -0.53], [-3.64, -5.17, 0.67], [-3.81, -6.06, -1.28], [-4.05, -3.00, -0.44], [-4.98, -3.82, -1.77], [-3.26, -3.65, -1.86], [2.38, 1.34, 3.47], [1.19, 1.86, 4.29], [1.42, 1.51, 5.65], [2.85, 0.74, 5.84], [2.69, -0.41, 6.65], [3.88, 1.68, 6.11], [2.85, 0.25, 4.29], [3.21, 2.03, 3.31], [2.04, 0.82, 2.57], [0.27, 1.34, 4.02], [1.14, 2.94, 4.14], [1.20, -3.05, 2.52], [0.26, -4.18, 2.07], [1.06, -4.96, 1.18], [2.64, -4.63, 1.28], [3.02, -3.81, 0.18], [3.42, -5.77, 1.59], [2.41, -3.78, 2.64], [0.89, -2.53, 3.42], [1.30, -2.28, 1.74], [-0.65, -3.89, 1.54], [0.00, -4.78, 2.94], [-3.44, -2.99, 3.82], [-4.47, -2.45, 2.82], [-5.45, -1.73, 3.52], [-4.99, -1.46, 5.06], [-5.65, -2.37, 5.92], [-4.97, -0.09, 5.42], [-3.48, -1.96, 4.81], [-2.44, -3.05, 3.42], [-3.81, -3.92, 4.27], [-4.82, -3.32, 2.25], [-3.95, -1.91, 2.03], [2.15, 4.25, -3.31], [2.74, 4.35, -2.27], [1.09, 3.40, -3.48], [0.34, 3.26, -4.72], [0.68, 2.57, -2.36], [2.39, 4.81, -4.23], [-0.71, 3.33, -4.44], [0.56, 2.35, -5.27], [0.72, 4.03, -5.39], [0.96, 1.54, -2.61], [1.24, 2.72, -1.44], [-0.36, 2.64, -2.04], [3.72, 1.46, -0.39], [4.12, 2.59, -0.51], [3.84, 0.54, -1.39], [3.40, -0.81, -1.10], [4.21, 0.89, -2.75], [3.26, 1.06, 0.53], [3.11, -1.06, -0.08], [4.15, -1.54, -1.41], [2.58, -0.99, -1.81], [4.93, 0.13, -3.04], [3.36, 0.83, -3.43], [4.44, 1.96, -2.70], [1.02, 4.20, 0.88], [2.14, 4.43, 0.53], [-0.10, 4.90, 0.57], [-0.08, 5.97, -0.41], [-1.38, 4.70, 1.22], [0.75, 3.33, 1.52], [0.88, 6.01, -0.92], [-0.32, 6.94, 0.03], [-0.88, 5.82, -1.14], [-1.75, 5.69, 1.49], [-2.15, 4.19, 0.63], [-1.15, 4.04, 2.06], [0.38, -1.16, -4.08], [1.32, -1.89, -4.30], [-0.87, -1.27, -4.59], [-1.24, -2.34, -5.50], [-1.79, -0.29, -4.09], [0.50, -0.27, -3.45], [-1.91, -3.01, -4.94], [-0.39, -2.97, -5.74], [-1.73, -1.98, -6.40], [-1.32, 0.67, -3.89], [-2.58, 0.09, -4.74], [-2.29, -0.66, -3.19]]
}



(6)
{
  "formula": "C17H15FN4O4S",
  "method": "ωB97M-V with the def2-TZVPD basis set",
  "spin_multiplicity": 1,
  "smiles": "O=C(CSc1nnc(CNC(=O)c2ccccc2F)o1)NCc1ccco1",
  "molar_mass_g_mol": 390.40,
  "max_force_ev_per_a": 1.61,
  "lumo_ev": 0.3,
  "symbols": ["O", "C", "C", "S", "C", "N", "N", "C", "C", "N", "C", "O", "C", "C", "C", "C", "C", "C", "F", "O", "N", "C", "C", "C", "C", "C", "O", "H", "H", "H", "H", "H", "H", "H", "H", "H", "H", "H", "H", "H", "H", "H"],
  "xyz": [[-4.49, -2.84, -0.32], [-3.75, -1.97, 0.08], [-2.60, -2.27, 1.03], [-0.99, -2.40, 0.18], [-0.57, -0.73, 0.11], [-1.27, 0.30, 0.48], [-0.51, 1.39, 0.24], [0.60, 0.99, -0.26], [1.76, 1.82, -0.68], [3.00, 1.31, -0.15], [3.95, 0.81, -0.98], [3.81, 0.80, -2.18], [5.19, 0.27, -0.33], [5.97, -0.59, -1.11], [7.14, -1.14, -0.62], [7.56, -0.83, 0.66], [6.82, 0.02, 1.45], [5.65, 0.56, 0.95], [4.96, 1.40, 1.76], [0.64, -0.37, -0.37], [-3.84, -0.68, -0.26], [-4.90, -0.18, -1.12], [-5.86, 0.67, -0.36], [-6.89, 0.34, 0.47], [-7.43, 1.56, 0.95], [-6.68, 2.54, 0.38], [-5.73, 2.01, -0.41], [-2.50, -1.52, 1.81], [-2.75, -3.26, 1.47], [1.86, 1.78, -1.77], [1.57, 2.85, -0.36], [3.12, 1.32, 0.85], [5.62, -0.80, -2.11], [7.72, -1.80, -1.24], [8.48, -1.26, 1.05], [7.13, 0.29, 2.45], [-3.17, -0.01, 0.11], [-5.41, -1.05, -1.53], [-4.46, 0.42, -1.93], [-7.23, -0.65, 0.70], [-8.25, 1.68, 1.62], [-6.72, 3.61, 0.45]]
}



(7)
{
  "formula": "C12H27GaNS2",
  "method": "ωB97M-V with the def2-TZVPD basis set",
  "spin_multiplicity": 1,
  "molar_mass_g_mol": 319.21,
  "max_force_ev_per_a": 0.91,
  "charge": -1,
  "lumo_ev": 2.2,
  "symbols": ["C", "C", "C", "C", "N", "C", "C", "C", "C", "Ga", "C", "S", "S", "C", "C", "C", "H", "H", "H", "H", "H", "H", "H", "H", "H", "H", "H", "H", "H", "H", "H", "H", "H", "H", "H", "H", "H", "H", "H", "H", "H", "H", "H"],
  "xyz": [[3.91, -1.98, 0.87], [2.43, -1.55, 0.90], [1.53, -2.34, -0.08], [0.71, -1.47, -1.01], [-0.46, -0.80, -0.35], [-0.31, 0.68, -0.26], [0.29, 1.20, 1.05], [1.20, 2.40, 0.81], [2.68, 2.03, 0.67], [3.33, 1.87, -1.28], [-1.63, -1.07, -1.10], [-1.90, -0.69, -2.65], [-2.86, -1.92, -0.13], [-4.40, -1.11, -0.62], [-5.02, -0.31, 0.54], [-4.93, 1.20, 0.31], [4.49, -1.22, 0.36], [4.31, -2.04, 1.88], [4.05, -2.94, 0.37], [2.40, -0.52, 0.57], [2.04, -1.61, 1.92], [2.20, -2.90, -0.73], [0.89, -3.05, 0.44], [0.35, -2.11, -1.81], [1.37, -0.72, -1.45], [0.22, 1.06, -1.13], [-1.32, 1.10, -0.32], [0.79, 0.41, 1.61], [-0.55, 1.52, 1.68], [1.07, 3.13, 1.61], [0.85, 2.91, -0.10], [3.28, 2.84, 1.09], [2.92, 1.15, 1.25], [3.97, 0.40, -1.57], [2.10, 2.15, -2.28], [4.50, 2.97, -1.54], [-5.10, -1.86, -0.97], [-4.19, -0.47, -1.47], [-4.48, -0.53, 1.46], [-6.06, -0.58, 0.70], [-5.45, 1.74, 1.10], [-3.88, 1.52, 0.33], [-5.34, 1.48, -0.66]]
}



(8)
{
  "formula": "C13H18N4O2S",
  "method": "ωB97M-V with the def2-TZVPD basis set",
  "spin_multiplicity": 1,
  "e_above_lowest_kj_mol": 130.4,
  "smiles": "Cc1ccc(S(=O)(=O)NCCn2nc(C)nc2C)cc1",
  "molar_mass_g_mol": 294.38,
  "max_force_ev_per_a": 1.17,
  "lumo_ev": 0.7,
  "symbols": ["C", "C", "C", "C", "C", "S", "O", "O", "N", "C", "C", "N", "N", "C", "C", "N", "C", "C", "C", "C", "H", "H", "H", "H", "H", "H", "H", "H", "H", "H", "H", "H", "H", "H", "H", "H", "H", "H"],
  "xyz": [[1.10, 5.81, 2.16], [0.91, 4.33, 2.04], [-0.31, 3.74, 2.33], [-0.47, 2.37, 2.24], [0.60, 1.59, 1.86], [0.42, -0.18, 1.72], [1.54, -0.84, 2.32], [-0.91, -0.55, 2.14], [0.59, -0.36, 0.06], [-0.61, -0.11, -0.70], [-1.57, -1.31, -0.70], [-0.98, -2.42, -1.41], [0.25, -2.87, -1.10], [0.45, -3.87, -1.93], [1.70, -4.67, -1.96], [-0.59, -4.08, -2.76], [-1.48, -3.16, -2.42], [-2.81, -2.98, -3.04], [1.83, 2.15, 1.57], [1.98, 3.52, 1.66], [0.15, 6.32, 2.23], [1.64, 6.20, 1.30], [1.69, 6.05, 3.05], [-1.14, 4.36, 2.63], [-1.41, 1.89, 2.47], [0.98, -1.27, -0.18], [-1.11, 0.75, -0.25], [-0.32, 0.14, -1.73], [-2.51, -1.05, -1.19], [-1.76, -1.59, 0.34], [2.35, -4.35, -1.15], [2.20, -4.54, -2.91], [1.45, -5.72, -1.85], [-3.60, -3.10, -2.29], [-2.94, -3.72, -3.82], [-2.90, -1.98, -3.47], [2.64, 1.50, 1.29], [2.94, 3.97, 1.44]]
}



Here are the calculated HOMO level numbers, same order: -11.4969 -3.7655 -8.0178 -8.0228 -8.7119 -8.5137 -4.6127 -9.2951 (eV).
Here are the calculated E_tot numbers, same order: -2773.615677 -1455.891129 -412.005828 -319.572527 -3815.872419 -1674.859967 -3249.271560 -1273.877687 (a.u.).
Here are the calculated orbital gap numbers, same order: 0.22413 0.21108 0.29566 0.31973 0.16060 0.32553 0.25035 0.36744 (hartree).